# 1
Computed, not measured: an isolated molecule of C4H8N2S in a non-equilibrium geometry, with wB97M-V/def2-TZVPD.

## Properties
E_HOMO = -8.35 eV
maximum force = 3.5 eV Å⁻¹
structure (SMILES) = [H]/N=C1/CCCSN1
E = -18092.5533 eV
relative energy (zero: lowest compared OMol25 entry of this formula, charge and spin) = 1.189 eV

ORCA input file:
```
! wB97M-V def2-TZVPD RIJCOSX def2/J DEFGRID3
* xyz 0 1
S 1.2332 -0.9864 -0.2789
N -0.3413 -1.1232 0.0694
N -2.5183 -0.1987 0.3263
C -0.6915 1.1141 -0.6875
C -1.3083 -0.1276 -0.0526
C 1.5400 0.5824 0.5605
C 0.5016 1.6815 0.1882
H -0.5559 -1.9205 0.6876
H -0.4495 0.8533 -1.6898
H -2.6771 -1.1016 0.7237
H 2.5934 0.9116 0.2490
H 0.0900 2.0678 1.0959
H 1.0127 2.4686 -0.3225
H -1.4569 1.8939 -0.7590
H 1.4780 0.3593 1.6562
*
```

Here are the natural (NBO) charges for atoms 1 to 8, given in e:
1. S 0.4393
2. N -0.8221
3. N -0.6881
4. C -0.4733
5. C 0.4536
6. C -0.5687
7. C -0.4009
8. H 0.3968

=====

# 2
Computed, not measured: an isolated molecule of C4H8N2S in a non-equilibrium geometry, with wB97M-V/def2-TZVPD.

## Properties
E_HOMO = -8.45 eV
maximum force = 5.4 eV Å⁻¹
structure (SMILES) = [H]/N=C\NC(=C)SC
E = -18091.1588 eV
relative energy (zero: lowest compared OMol25 entry of this formula, charge and spin) = 2.584 eV

ORCA input file:
```
! wB97M-V def2-TZVPD RIJCOSX def2/J DEFGRID3
* xyz 0 1
S -1.3250 -0.4087 -0.4342
N 2.0388 -0.7205 -0.9178
N 0.9800 0.6933 0.6204
C -0.9049 -1.7649 0.6830
C -0.3725 0.9046 -0.0032
C -0.7809 2.1952 -0.0183
C 1.9848 -0.1532 0.2672
H -1.7514 2.4179 -0.2908
H 1.2871 -0.6458 -1.5478
H -0.8262 -1.4373 1.7162
H 0.0168 -2.4179 0.3564
H 2.7678 -0.0514 0.9601
H -1.9034 -2.3785 0.6599
H -0.0696 2.9875 0.0205
H 0.9890 1.1665 1.5829
*
```

Here are the natural (NBO) charges for atoms 1 to 8, given in e:
1. S 0.3104
2. N -0.7351
3. N -0.6452
4. C -0.7773
5. C -0.0567
6. C -0.4351
7. C 0.2786
8. H 0.2046

=====

# 3
Computed, not measured: an isolated molecule of C4H8N2S in a non-equilibrium geometry, with wB97M-V/def2-TZVPD.

## Properties
E_HOMO = -8.73 eV
maximum force = 1.5 eV Å⁻¹
structure (SMILES) = C=N/N=C\CSC
E = -18091.2491 eV
relative energy (zero: lowest compared OMol25 entry of this formula, charge and spin) = 2.493 eV

ORCA input file:
```
! wB97M-V def2-TZVPD RIJCOSX def2/J DEFGRID3
* xyz 0 1
S -2.1486 -0.1038 -0.1251
N 1.4339 -0.5549 0.7230
N 1.8741 0.3962 -0.2359
C -0.5871 -0.8831 -0.6630
C 0.3130 -1.1177 0.4704
C 3.1297 0.5317 -0.2946
C -1.4082 1.4929 0.3358
H -0.6370 1.2840 1.1005
H -2.1677 2.1675 0.7565
H 3.5149 1.2042 -1.0549
H -0.9245 1.9684 -0.4963
H -0.0730 -1.7749 1.2697
H 3.8221 -0.0873 0.3419
H -0.0806 -0.2692 -1.3761
H -0.9166 -1.8628 -1.0391
*
```

Here are the natural (NBO) charges for atoms 1 to 8, given in e:
1. S 0.2054
2. N -0.3036
3. N -0.3115
4. C -0.6134
5. C 0.1134
6. C -0.0587
7. C -0.7451
8. H 0.2217

=====

# 4
Computed, not measured: an isolated molecule of C4H8N2S in a non-equilibrium geometry, with wB97M-V/def2-TZVPD.

## Properties
E_HOMO = -8.10 eV
maximum force = 5.6 eV Å⁻¹
structure (SMILES) = C/C(=N/S)[C@H]1CN1
E = -18087.4024 eV
relative energy (zero: lowest compared OMol25 entry of this formula, charge and spin) = 6.340 eV

ORCA input file:
```
! wB97M-V def2-TZVPD RIJCOSX def2/J DEFGRID3
* xyz 0 1
S 1.9524 -0.5576 -0.0261
N 0.4212 -1.1266 0.1934
N 0.0789 1.7170 -0.6970
C -1.0276 0.7260 -0.2922
C -0.3768 1.6473 0.8148
C -0.8064 -0.6802 -0.1791
C -2.0960 -1.4219 -0.0503
H -2.2256 0.9824 -0.0994
H -0.8638 2.5522 1.2776
H 1.7660 0.8522 0.0344
H -3.2219 -1.1029 -0.5849
H -0.5064 2.4668 -0.9728
H -1.5069 -2.3771 -0.0196
H -2.5717 -1.3796 1.0718
H 0.2310 1.1676 1.4758
*
```

Here are the natural (NBO) charges for atoms 1 to 8, given in e:
1. S 0.2521
2. N -0.6392
3. N -0.5560
4. C -0.1614
5. C -0.2485
6. C 0.2137
7. C -0.7210
8. H 0.2109

=====

# 5
Computed, not measured: an isolated molecule of C4H8N2S in a non-equilibrium geometry, with wB97M-V/def2-TZVPD.

## Properties
E_HOMO (alpha / beta) = -8.33 / -8.33 eV
maximum force = 3.5 eV Å⁻¹
E = -18089.8398 eV
relative energy (zero: lowest compared OMol25 entry of this formula, charge and spin) = 3.903 eV

ORCA input file:
```
! wB97M-V def2-TZVPD RIJCOSX def2/J DEFGRID3
* xyz 0 1
S 1.1646 0.6049 1.3974
N 2.1156 0.0111 0.3313
N -0.2725 0.1394 1.0720
C -0.3308 0.2581 -1.6023
C -1.3034 0.5678 1.9048
C 0.6317 -0.8715 -1.4217
C 1.7130 -0.9057 -0.5988
H 2.4338 -1.7268 -0.4734
H -1.6108 1.5366 1.6185
H -2.1289 -0.2522 1.8748
H 0.4362 -1.7240 -1.9745
H -1.3464 -0.0897 -1.3228
H -0.4548 0.6049 -2.7129
H -1.1345 0.7226 2.9657
H 0.0872 1.1244 -1.0582
*
```

Here are the natural (NBO) charges for atoms 1 to 8, given in e:
1. S 1.2090
2. N -0.7631
3. N -0.7692
4. C -0.6442
5. C -0.4443
6. C -0.1762
7. C -0.0674
8. H 0.2114

=====

# 6
Computed, not measured: an isolated molecule of C4H8N2S4 in a non-equilibrium geometry, with wB97M-V/def2-TZVPD.

## Properties
E_HOMO (alpha / beta) = -7.93 / -7.68 eV
maximum force = 4.6 eV Å⁻¹
E = -50594.3284 eV
relative energy (zero: lowest compared OMol25 entry of this formula, charge and spin) = 3.483 eV

ORCA input file:
```
! wB97M-V def2-TZVPD RIJCOSX def2/J DEFGRID3
* xyz 0 1
S -1.6213 -2.4086 0.5249
S -3.7151 -0.9199 -0.9210
S -5.3100 1.1050 0.5083
S -0.4458 1.6444 -0.7430
N -2.6779 1.1740 0.3547
N -1.4690 0.7143 0.2216
C -3.8260 0.5109 0.0712
C -2.0865 -1.2538 -0.7300
C 1.6286 -0.2504 -0.3289
C 1.1170 1.1555 0.0841
H -2.7313 2.0891 0.6725
H -2.7283 -2.1593 1.1644
H 1.9283 1.9784 -0.1978
H 0.8185 -0.9352 -0.2988
H 2.2131 -0.0359 -1.2444
H 2.2523 -0.4493 0.4733
H -1.3047 -1.2481 -1.4674
H 1.0476 1.3008 1.2726
*
```

Here are the natural (NBO) charges for atoms 1 to 8, given in e:
1. S 0.1005
2. S 0.4038
3. S -0.1440
4. S 0.4104
5. N -0.4334
6. N -0.4157
7. C -0.1334
8. C -0.4916

=====

# 7
Computed, not measured: a cluster of 2 separate species, C4H8N2Si in total in a non-equilibrium geometry, with wB97M-V/def2-TZVPD.

## Properties
E_HOMO (alpha / beta) = -9.03 / -7.51 eV
maximum force = 3.3 eV Å⁻¹
E = -15131.4425 eV
relative energy (zero: lowest compared OMol25 entry of this formula, charge and spin) = 3.305 eV

ORCA input file:
```
! wB97M-V def2-TZVPD RIJCOSX def2/J DEFGRID3
* xyz 0 1
Si -0.0644 -0.4668 -1.0729
N 3.5467 0.5937 0.1436
N 1.5258 -0.1567 -0.3819
C 3.2853 -0.5844 0.8798
C 2.0439 -0.9742 0.5883
C -2.8094 0.8160 0.3607
C 2.4637 0.7950 -0.5133
H -2.4548 1.5618 -0.4113
H -3.8391 0.4145 0.2201
H -0.4204 -1.8897 -0.8800
H -2.4293 0.9353 1.4052
H 4.0704 -0.9076 1.5283
H -0.4205 0.1275 -2.3216
H 2.3407 1.4587 -1.3787
H 1.5151 -1.8531 0.7120
*
```

Here are the natural (NBO) charges for atoms 1 to 8, given in e:
1. Si 0.9696
2. N -0.4386
3. N -0.7434
4. C -0.0992
5. C -0.0992
6. C -0.5976
7. C 0.1872
8. H 0.1776

=====

# 8
Computed, not measured: a structure of composition C4H8N3 in a non-equilibrium geometry, with wB97M-V/def2-TZVPD.

## Properties
E_HOMO = -14.71 eV
maximum force = 4.6 eV Å⁻¹
E = -8736.7100 eV
relative energy (zero: lowest compared OMol25 entry of this formula, charge and spin) = 6.072 eV

ORCA input file:
```
! wB97M-V def2-TZVPD RIJCOSX def2/J DEFGRID3
* xyz 1 1
N -2.4171 -0.7260 -0.0756
N 1.7686 -1.2352 -0.0188
N -0.9697 -0.9844 0.3372
C 0.7502 -0.5486 -0.4408
C 0.4888 0.8824 0.0221
C -1.8237 0.2764 0.3124
C -0.9504 1.3722 -0.1224
H 0.5862 0.9888 1.0919
H 2.1062 -2.1242 -0.5010
H 2.2012 -0.9954 0.8347
H -0.9171 -1.4721 1.3488
H -1.2789 1.5593 -1.0933
H 1.1109 1.5343 -0.6589
H 0.3631 -0.8108 -1.4108
H -1.0183 2.2832 0.3745
*
```

Here are the natural (NBO) charges for atoms 1 to 8, given in e:
1. N -0.0772
2. N -0.7130
3. N -0.5085
4. C 0.2587
5. C -0.4400
6. C 0.4082
7. C -0.4588
8. H 0.2402